H8N6 | ωB97M-V/def2-TZVPD

Computed properties:
**E_tot**: -9064.4048 eV
**Relative energy (zero: lowest compared OMol25 entry of this formula, charge and spin)**: 221.0 kJ/mol
**Charge**: 0

Positions of all 14 atoms, in Å:
N1 1.3517 -1.0243 0.5266
N2 -1.5217 -0.8483 -1.0059
N3 -0.1374 1.9363 0.7591
N4 1.5932 -0.0709 -0.3466
N5 -1.3690 0.1415 0.0186
N6 -0.5448 1.2119 -0.3676
H1 1.4579 -2.0215 0.3247
H2 1.7219 -0.7994 1.5307
H3 -2.4828 -1.2511 -1.0102
H4 -1.2692 -0.4623 -1.9024
H5 0.5233 2.5958 0.3192
H6 0.3463 1.3763 1.4907
H7 1.2070 -0.4668 -1.2261
H8 -0.8763 -0.3173 0.8892

Atomic forces in eV per Å
N 0.7844 -0.4274 4.4129
N -0.0725 -0.6153 0.4556
N 0.0318 0.0470 -0.8948
N -0.1083 -0.0093 -1.7813
N 1.5256 0.4024 2.0890
N -0.9580 -1.4110 0.2961
H -0.2510 0.4394 -0.2795
H -0.7319 -0.6207 -2.6449
H 1.0314 1.0729 0.0099
H -0.1551 0.2808 -0.0773
H -0.2968 -0.4525 0.8680
H -0.3039 0.2411 -0.7582
H 0.5435 0.5341 0.2485
H -1.0389 0.5185 -1.9440

These are the natural (NBO) partial charges, in e, on atoms 1 to 5: -0.61, -0.70, -0.65, -0.43, -0.30